# 1
153
Properties=species:S:1:pos:R:3:forces:R:3:lowdin_charge:R:1 method="wB97M-V/def2-TZVPD" e_tot_ha=-4324.06391 charge=+1 de_lowest_ev=0.000
C 2.889 -2.586 0.223 -0.43 -0.15 0.15 -0.0703
C 1.678 -1.695 -0.090 0.57 -0.29 0.04 -0.2061
C 1.740 -1.017 -1.461 0.10 -0.41 -0.04 -0.2978
C 2.150 -2.062 -2.523 -0.22 0.23 0.19 -0.0470
C 0.368 -0.443 -1.834 0.37 0.19 -0.45 -0.1320
C 0.336 0.468 -3.052 -0.27 -0.01 0.11 -0.1328
C 1.309 0.656 -4.156 0.06 0.61 0.15 -0.0790
C 1.848 2.119 -4.208 -0.05 0.08 0.03 -0.1552
C 3.203 2.328 -3.530 -0.23 0.20 0.21 -0.2577
N 3.032 2.736 -2.129 0.23 -0.16 0.04 0.0144
N -0.750 1.166 -3.007 0.25 -0.43 -0.05 0.1402
C -1.553 0.914 -1.786 -0.19 0.78 -0.49 -0.1971
Si -3.045 -0.274 -2.172 -0.58 -0.55 -0.26 0.5749
C -2.921 -0.800 -3.970 0.34 -0.03 0.37 -0.1695
C -3.087 -1.828 -1.133 0.48 0.38 0.44 -0.1586
C -4.652 0.648 -1.942 0.08 -0.08 0.09 -0.1605
C -0.428 0.474 -0.855 0.84 -0.42 0.42 -0.3045
C -0.911 -0.092 0.520 -0.18 -0.31 -0.45 -0.1543
O -0.108 0.323 1.570 -0.19 -0.07 0.22 -0.1899
C -0.632 1.312 2.452 0.47 0.24 -0.04 -0.0605
N 0.567 1.553 -0.592 -0.88 -0.04 -0.20 0.2129
C 0.265 2.716 -0.448 0.23 0.11 0.36 -0.3072
O 0.048 3.842 -0.259 0.03 0.10 -0.29 0.1830
H 3.838 -2.096 0.005 0.04 -0.02 0.04 0.0871
H 2.854 -2.838 1.285 0.18 0.14 0.02 0.0752
H 2.842 -3.539 -0.303 0.19 0.13 -0.19 0.0540
H 1.617 -0.962 0.713 -0.33 0.10 -0.10 0.0989
H 0.798 -2.341 -0.074 -0.12 0.11 0.17 0.0928
H 2.509 -0.239 -1.412 -0.19 0.19 -0.11 0.1314
H 1.699 -1.866 -3.496 0.12 -0.03 -0.09 0.0516
H 1.816 -3.056 -2.223 0.02 0.00 0.00 0.0852
H 3.232 -2.097 -2.625 -0.02 -0.16 -0.09 0.0883
H -0.232 -1.307 -2.172 -0.23 0.03 0.34 0.1646
H 2.151 -0.016 -4.046 -0.10 -0.16 -0.18 0.1017
H 0.779 0.481 -5.096 0.09 -0.31 0.00 0.1320
H 1.159 2.805 -3.709 -0.06 0.01 -0.12 0.1046
H 1.893 2.421 -5.254 0.12 -0.09 -0.01 0.1145
H 3.820 1.430 -3.644 0.10 0.07 -0.09 0.1133
H 3.699 3.154 -4.040 0.09 -0.09 -0.04 0.1171
H 3.825 3.293 -1.837 -0.02 0.06 -0.01 0.0759
H 3.023 1.936 -1.504 -0.12 0.00 -0.04 0.0439
H -0.985 1.846 -3.718 -0.11 0.00 0.01 0.1858
H -2.026 1.870 -1.535 0.20 -0.02 0.35 0.1335
H -3.128 0.008 -4.671 0.02 -0.05 -0.09 0.0398
H -3.650 -1.601 -4.108 -0.07 0.09 -0.14 0.0489
H -1.938 -1.235 -4.176 -0.02 0.03 -0.15 0.0164
H -2.104 -2.294 -1.036 -0.10 -0.21 -0.14 0.0263
H -3.798 -2.543 -1.544 0.01 0.01 -0.07 0.0490
H -3.393 -1.592 -0.110 -0.12 -0.07 -0.04 0.0451
H -5.400 -0.101 -1.669 -0.05 0.06 -0.01 0.0438
H -4.636 1.393 -1.146 -0.02 0.03 -0.04 0.0348
H -4.990 1.111 -2.870 0.04 0.14 0.06 0.0389
H -1.958 0.200 0.662 0.05 0.16 0.10 0.1264
H -0.896 -1.180 0.479 -0.01 -0.02 0.03 0.1030
H -0.776 0.873 3.438 -0.15 0.06 0.01 0.1036
H -1.552 1.779 2.097 -0.10 -0.19 -0.05 0.0938
H 0.119 2.103 2.528 -0.08 0.01 0.14 0.0624
C 0.703 6.734 4.856 0.01 -0.04 -0.01 0.0369
C -0.141 5.725 5.061 0.03 0.01 0.01 0.0229
C -0.570 4.856 3.943 0.00 0.00 0.08 -0.3772
O -1.340 3.928 4.119 0.15 -0.08 -0.02 0.0635
C -0.042 5.148 2.591 -0.01 0.06 0.10 -0.0003
C 0.804 6.153 2.383 -0.02 -0.01 0.01 0.0315
C 1.245 7.028 3.504 0.03 0.00 -0.01 -0.3773
O 2.010 7.945 3.313 -0.03 0.01 0.01 0.1245
H 1.033 7.388 5.653 0.01 0.02 -0.01 0.1270
H -0.554 5.494 6.034 -0.04 0.01 -0.01 0.1268
H -0.382 4.500 1.796 -0.04 0.05 0.03 0.0814
H 1.206 6.386 1.404 0.02 0.02 0.01 0.1280
C 4.691 -5.893 -5.515 0.04 0.02 -0.01 0.0178
C 4.444 -5.002 -4.561 0.16 -0.13 0.10 0.0023
C 4.158 -5.434 -3.174 -0.01 -0.04 0.04 -0.3659
O 3.925 -4.621 -2.300 0.01 -0.02 0.00 0.0795
C 4.152 -6.889 -2.883 0.01 -0.02 -0.01 0.0241
C 4.399 -7.781 -3.839 0.00 0.03 0.01 0.0272
C 4.690 -7.351 -5.233 -0.01 -0.01 0.02 -0.3815
O 4.909 -8.160 -6.106 -0.02 0.00 -0.01 0.1141
H 4.896 -5.606 -6.538 0.00 -0.02 -0.01 0.1241
H 4.436 -3.937 -4.741 -0.02 0.00 -0.02 0.1112
H 3.940 -7.172 -1.860 0.01 0.02 0.01 0.1222
H 4.403 -8.848 -3.657 0.01 0.00 -0.02 0.1242
C -5.887 7.525 2.921 0.02 -0.10 -0.04 0.0274
C -5.066 7.653 3.960 0.00 -0.01 0.02 0.0362
C -4.087 6.592 4.301 0.01 0.01 -0.03 -0.3697
O -3.326 6.705 5.239 0.04 0.01 -0.01 0.1067
C -4.057 5.378 3.442 -0.05 -0.02 -0.03 0.0257
C -4.878 5.255 2.403 0.03 -0.01 0.01 0.0184
C -5.856 6.317 2.062 -0.01 0.00 0.01 -0.3809
O -6.602 6.200 1.111 0.00 0.00 0.00 0.0955
H -6.606 8.290 2.660 0.10 -0.01 0.01 0.0799
H -5.072 8.529 4.597 0.00 0.00 0.00 0.1261
H -3.329 4.622 3.710 -0.13 0.04 0.02 0.0918
H -4.878 4.382 1.761 -0.02 0.01 -0.01 0.1138
C 3.076 2.997 2.308 -0.01 -0.02 -0.03 0.0242
C 3.027 1.671 2.394 -0.09 -0.04 -0.09 0.0259
C 4.141 0.894 2.997 0.00 0.02 0.01 -0.3784
O 4.091 -0.315 3.064 0.01 -0.01 -0.02 0.1086
C 5.310 1.656 3.503 0.00 0.01 0.00 0.0253
C 5.359 2.983 3.418 0.00 -0.01 0.00 0.0276
C 4.246 3.761 2.814 -0.01 -0.06 0.02 -0.3794
O 4.286 4.968 2.732 -0.02 0.05 -0.01 0.1167
H 2.278 3.588 1.872 0.03 0.01 0.02 0.0979
H 2.183 1.093 2.030 0.03 -0.03 0.00 0.0934
H 6.109 1.069 3.939 -0.01 -0.01 0.00 0.1244
H 6.201 3.560 3.779 -0.01 0.02 0.00 0.1254
C -11.033 10.514 3.932 0.01 0.00 0.00 0.0266
C -9.717 10.634 4.081 -0.02 0.01 0.00 0.0228
C -8.776 9.974 3.145 -0.01 0.04 0.00 -0.3717
O -7.573 10.082 3.285 -0.11 0.07 0.02 0.0808
C -9.351 9.175 2.033 0.00 0.00 0.01 0.0224
C -10.667 9.055 1.884 0.02 0.00 0.00 0.0286
C -11.614 9.715 2.821 0.02 0.00 0.00 -0.3825
O -12.811 9.606 2.684 -0.02 0.00 0.00 0.1171
H -11.742 10.984 4.602 -0.02 -0.01 -0.01 0.1244
H -9.270 11.210 4.881 0.02 0.00 -0.01 0.1231
H -8.645 8.701 1.362 0.01 0.00 0.01 0.1168
H -11.113 8.478 1.084 -0.02 0.01 0.01 0.1244
C -0.860 -2.794 -7.020 0.02 0.00 0.02 0.0241
C 0.346 -2.828 -6.462 -0.05 0.02 0.00 0.0162
C 1.347 -3.855 -6.846 0.00 -0.05 0.02 -0.3652
O 2.443 -3.883 -6.325 -0.12 0.15 -0.11 0.0963
C 0.953 -4.844 -7.877 -0.02 0.00 -0.02 0.0305
C -0.253 -4.814 -8.439 0.01 0.00 0.01 0.0328
C -1.256 -3.787 -8.056 0.03 -0.01 0.00 -0.3796
O -2.355 -3.751 -8.560 -0.02 0.00 0.00 0.1246
H -1.610 -2.058 -6.758 -0.02 -0.01 -0.02 0.1116
H 0.662 -2.119 -5.705 0.03 -0.01 0.00 0.0923
H 1.700 -5.584 -8.140 0.01 0.01 0.01 0.1267
H -0.563 -5.525 -9.193 -0.02 0.01 0.00 0.1281
C 0.120 -7.237 1.166 0.00 0.02 -0.02 0.0330
C -0.333 -6.026 0.856 0.00 0.00 0.01 0.0224
C -0.037 -4.852 1.713 0.04 -0.03 -0.02 -0.3760
O -0.446 -3.746 1.420 -0.07 0.08 -0.05 0.0769
C 0.781 -5.072 2.929 0.00 0.00 0.01 0.0274
C 1.240 -6.281 3.238 -0.01 0.01 -0.01 0.0349
C 0.945 -7.458 2.381 0.08 0.04 -0.01 -0.3655
O 1.367 -8.559 2.655 -0.16 -0.03 -0.03 0.1011
H -0.080 -8.111 0.559 0.01 -0.01 0.02 0.1254
H -0.932 -5.837 -0.026 -0.01 0.02 0.01 0.1192
H 0.985 -4.197 3.533 -0.01 0.01 -0.01 0.1261
H 1.845 -6.468 4.115 0.01 -0.02 -0.01 0.1264
C 6.489 -7.806 3.778 0.01 -0.01 0.00 0.0172
C 6.951 -8.510 4.808 -0.01 0.01 -0.01 0.0236
C 6.086 -9.482 5.529 0.00 0.01 -0.02 -0.3851
O 6.508 -10.118 6.468 0.00 0.00 0.01 0.1135
C 4.688 -9.640 5.051 -0.01 0.01 -0.01 0.0284
C 4.226 -8.939 4.019 0.02 0.01 -0.03 0.0198
C 5.092 -7.967 3.306 0.00 0.01 0.01 -0.3826
O 4.666 -7.321 2.369 -0.02 0.03 0.01 0.0892
H 7.098 -7.091 3.239 -0.01 0.00 -0.01 0.1203
H 7.965 -8.413 5.174 0.00 -0.02 0.02 0.1229
H 4.080 -10.355 5.590 0.02 -0.01 0.01 0.1239
H 3.214 -9.024 3.641 0.08 -0.05 0.08 0.0885



# 2
162
Properties=species:S:1:pos:R:3:forces:R:3:lowdin_charge:R:1 method="wB97M-V/def2-TZVPD" e_tot_ha=-5946.03322 charge=+1 de_lowest_ev=1.148
N 1.037 1.221 1.048 0.29 0.02 0.16 0.0090
C 1.206 0.156 0.057 -1.17 0.77 1.19 -0.2393
C -0.156 -0.456 -0.305 1.41 -0.60 -0.98 -0.2041
C -0.275 -0.660 -1.815 -0.51 0.63 0.79 -0.1660
C -1.506 -0.016 -2.460 0.23 -1.21 1.14 -0.1058
C -2.736 -0.895 -2.774 1.38 0.29 -0.59 -0.3416
C -2.777 -0.963 -4.316 -0.31 1.07 1.14 -0.0153
C -3.184 0.272 -5.068 4.40 0.34 6.54 -0.5884
O -3.796 0.159 -5.984 -6.06 -1.05 -8.73 0.2509
O -2.821 1.515 -4.652 0.75 0.75 0.80 0.0881
C -2.698 -2.380 -2.337 0.31 -0.48 -1.95 -0.2607
C -1.932 -3.342 -3.270 0.32 0.73 1.17 -0.1826
P -1.421 -4.894 -2.524 1.56 1.67 -0.77 0.2898
O -2.184 -5.989 -2.942 -3.82 -4.04 -1.53 -0.2360
O -1.335 -4.817 -0.966 0.24 1.00 1.37 -0.0839
O 0.048 -5.108 -3.019 1.38 0.74 0.19 -0.0845
C -4.177 -2.645 -2.441 2.95 -1.75 0.81 -0.6517
Cl -4.693 -4.171 -2.760 -0.91 -0.99 -0.18 1.0501
N -4.867 -1.620 -2.325 -2.88 1.86 0.14 0.0146
C -6.333 -1.721 -2.516 0.19 -0.57 0.04 -0.0796
C -7.091 -2.581 -1.509 -0.07 -0.25 -0.96 -0.1045
C -8.021 -1.866 -0.655 3.61 -3.49 -0.80 -0.3454
F -7.974 -2.158 0.588 0.94 -0.49 4.23 0.1218
C -8.844 -1.011 -1.009 -0.38 0.13 0.16 -0.5645
F -9.315 -0.218 -0.194 -3.10 3.91 3.79 0.2600
F -9.280 -0.873 -2.151 -1.61 1.26 -5.92 0.2739
C -4.020 -0.419 -2.068 -0.69 0.13 1.12 -0.3566
C -4.571 0.932 -2.478 -0.62 -1.43 0.90 -0.0634
C -5.672 1.655 -1.642 -0.19 1.39 -0.88 -0.6429
N -6.342 0.859 -0.667 -0.16 -0.67 0.18 0.1102
N -6.721 2.114 -2.557 -0.12 -0.02 0.45 0.0891
N -5.096 2.895 -1.115 0.70 -0.41 -0.15 0.0895
P -3.449 -0.539 -0.213 1.54 -1.34 0.16 0.7273
O -3.549 0.928 0.402 -1.00 0.79 0.01 -0.2858
Cl -4.857 -1.593 0.855 -0.50 0.49 -0.43 0.4347
H 0.415 1.901 0.642 -0.06 0.57 -0.01 0.0603
H 0.544 0.870 1.858 0.07 -0.13 0.24 0.0662
H 1.862 -0.557 0.509 0.62 -0.61 -0.12 0.1047
H 1.648 0.638 -0.789 0.57 -0.02 -0.64 0.1008
H -0.239 -1.392 0.208 -0.54 -0.36 0.49 0.0901
H -0.878 0.247 0.040 -0.72 0.29 0.36 0.0401
H 0.557 -0.127 -2.208 0.66 0.28 -0.67 0.0853
H -0.103 -1.678 -2.082 -0.08 -0.76 -0.27 0.0923
H -1.155 0.440 -3.343 0.11 0.43 -1.07 0.0956
H -1.770 0.802 -1.822 -0.38 0.70 0.40 0.1020
H -1.780 -1.170 -4.634 0.86 -0.28 -0.21 0.1313
H -3.385 -1.743 -4.713 -0.66 -0.53 -0.27 0.1280
H -1.927 1.692 -4.953 0.27 0.31 -0.03 0.1307
H -2.223 -2.582 -1.408 -0.40 0.33 1.38 0.1061
H -1.046 -2.853 -3.605 0.86 0.42 -0.12 0.0756
H -2.469 -3.561 -4.156 -0.55 -0.59 -0.81 0.0876
H -1.720 -5.633 -0.623 -0.09 -0.06 0.27 0.1099
H 0.614 -5.231 -2.254 0.67 -0.08 -0.03 0.0956
H -6.782 -0.774 -2.623 -0.05 1.27 0.20 0.0940
H -6.450 -2.190 -3.466 0.12 -0.36 -0.91 0.1228
H -7.666 -3.285 -2.070 -0.22 -0.76 -0.64 0.1291
H -6.438 -3.167 -0.911 0.55 -0.38 0.65 0.0771
H -3.742 1.586 -2.516 0.78 0.69 -0.19 0.0984
H -4.954 0.804 -3.465 -0.27 0.09 -0.88 0.1091
H -5.923 0.953 0.241 0.40 -0.16 0.32 0.0506
H -7.258 1.265 -0.550 -0.39 0.13 0.01 0.0939
H -6.306 2.562 -3.358 -0.14 0.00 -0.38 0.0912
H -7.328 1.358 -2.829 -0.06 -0.12 -0.40 0.0698
H -5.144 2.902 -0.113 -0.02 0.28 0.30 0.0673
H -5.590 3.674 -1.509 -0.25 0.34 0.23 0.0768
H -2.695 1.375 0.405 0.15 0.08 0.17 0.0732
F 0.959 -1.435 -4.179 0.15 -0.10 -0.32 0.0149
C 2.214 -1.909 -4.460 0.31 0.00 -0.04 -0.2634
C 2.383 -3.259 -4.663 -0.52 -0.21 0.03 -0.0251
C 3.647 -3.742 -4.952 0.08 -0.01 0.01 -0.0720
C 4.721 -2.874 -5.022 0.25 -0.02 0.00 -0.0748
C 4.538 -1.519 -4.801 -0.27 0.01 0.04 -0.0600
C 3.270 -1.023 -4.522 -0.13 0.20 0.07 -0.0075
H 1.534 -3.926 -4.594 -0.02 0.02 -0.03 0.0958
H 3.792 -4.800 -5.120 -0.03 -0.04 -0.01 0.1104
H 5.708 -3.254 -5.241 0.04 0.02 -0.02 0.1096
H 5.380 -0.850 -4.839 0.03 0.09 -0.05 0.0872
H 3.103 0.033 -4.353 0.00 -0.01 0.00 0.1177
F 1.110 4.247 2.258 -0.03 -0.07 0.04 0.0275
C 2.050 4.076 3.220 0.25 -0.12 0.31 -0.2967
C 3.080 3.184 3.008 0.03 -0.16 -0.44 -0.0200
C 4.039 3.013 3.994 -0.05 0.10 0.11 -0.0777
C 3.953 3.729 5.179 0.06 -0.03 0.07 -0.0946
C 2.908 4.618 5.376 0.06 -0.06 -0.03 -0.0779
C 1.950 4.798 4.390 -0.28 0.22 0.01 -0.0242
H 3.120 2.633 2.079 -0.06 -0.02 -0.01 0.0995
H 4.854 2.319 3.836 0.01 -0.01 -0.05 0.0998
H 4.700 3.592 5.948 0.01 0.01 0.03 0.0989
H 2.837 5.174 6.300 -0.01 0.04 0.01 0.1065
H 1.131 5.492 4.524 -0.01 -0.01 -0.01 0.1147
F 7.531 -0.637 -4.706 0.07 0.24 0.00 0.0283
C 7.755 -0.117 -3.472 0.08 -0.02 0.14 -0.2924
C 7.623 1.237 -3.250 -0.09 0.19 -0.17 -0.0183
C 7.864 1.730 -1.971 0.02 -0.28 -0.03 -0.0660
C 8.237 0.866 -0.949 -0.13 0.10 -0.09 -0.0840
C 8.363 -0.491 -1.203 -0.02 0.08 0.05 -0.0740
C 8.118 -0.987 -2.469 0.04 -0.45 -0.02 -0.0198
H 7.340 1.892 -4.064 0.01 -0.01 -0.01 0.1164
H 7.763 2.789 -1.775 0.01 0.03 -0.03 0.1076
H 8.428 1.244 0.038 -0.01 0.04 0.07 0.0753
H 8.656 -1.164 -0.409 -0.01 -0.03 0.03 0.1040
H 8.207 -2.044 -2.683 0.02 0.00 -0.05 0.1183
F 3.255 6.665 -0.507 0.01 -0.03 -0.03 0.0554
C 2.792 7.629 0.315 -0.05 0.17 0.12 -0.2826
C 2.076 7.267 1.435 -0.05 -0.25 0.08 -0.0108
C 1.603 8.258 2.280 0.04 0.11 -0.08 -0.0785
C 1.843 9.592 1.990 -0.05 0.09 0.09 -0.0958
C 2.562 9.936 0.855 -0.04 -0.06 0.07 -0.0828
C 3.046 8.949 0.011 0.15 0.11 -0.25 -0.0186
H 1.892 6.224 1.638 0.01 -0.04 -0.04 0.0892
H 1.045 7.987 3.166 -0.02 -0.03 0.02 0.0997
H 1.470 10.364 2.649 0.00 0.02 0.01 0.1012
H 2.747 10.976 0.625 0.03 0.02 -0.02 0.1054
H 3.615 9.197 -0.875 0.00 -0.02 -0.02 0.1175
F 7.217 -0.515 2.082 0.03 0.07 0.00 0.0468
C 6.889 -1.748 2.521 -0.05 -0.16 0.05 -0.2887
C 5.627 -2.235 2.260 -0.25 0.15 -0.17 -0.0202
C 5.292 -3.503 2.707 0.09 -0.01 0.05 -0.0880
C 6.216 -4.258 3.414 -0.04 -0.12 0.04 -0.0955
C 7.479 -3.748 3.669 -0.09 -0.01 -0.04 -0.0774
C 7.824 -2.484 3.216 0.29 0.10 0.07 -0.0136
H 4.919 -1.625 1.713 0.04 0.02 -0.02 0.1123
H 4.308 -3.902 2.504 -0.04 0.01 -0.01 0.1003
H 5.951 -5.246 3.765 0.00 -0.03 0.01 0.1019
H 8.199 -4.334 4.223 0.04 -0.01 0.00 0.1079
H 8.807 -2.071 3.398 -0.01 0.03 0.00 0.1207
F 9.794 2.449 1.173 0.09 0.12 0.10 0.0422
C 9.352 3.289 2.135 -0.04 0.04 0.14 -0.2799
C 8.494 2.805 3.098 -0.13 -0.34 0.01 -0.0149
C 8.049 3.663 4.091 0.03 0.09 -0.04 -0.0840
C 8.459 4.987 4.100 -0.05 0.09 0.10 -0.0915
C 9.319 5.454 3.118 -0.07 -0.04 0.07 -0.0786
C 9.775 4.600 2.128 0.21 0.14 -0.24 -0.0153
H 8.182 1.769 3.069 0.03 -0.01 -0.03 0.1042
H 7.380 3.297 4.859 -0.01 -0.02 0.00 0.0969
H 8.108 5.655 4.874 -0.01 0.03 0.02 0.1024
H 9.637 6.487 3.122 0.03 0.03 -0.01 0.1067
H 10.454 4.942 1.358 -0.01 -0.02 -0.02 0.1196
F -0.961 -1.310 2.425 -0.07 -0.07 0.17 0.0289
C -1.223 -2.452 3.115 -0.04 -0.13 0.10 -0.2730
C -2.456 -3.050 2.972 -0.16 0.15 -0.25 -0.0353
C -2.721 -4.217 3.671 0.09 -0.01 0.03 -0.0770
C -1.757 -4.761 4.506 0.00 -0.11 0.05 -0.0879
C -0.523 -4.140 4.639 -0.10 -0.04 -0.04 -0.0736
C -0.249 -2.978 3.935 0.32 0.16 0.02 -0.0144
H -3.194 -2.601 2.320 0.14 -0.08 0.13 0.0167
H -3.681 -4.702 3.564 -0.04 0.02 0.00 0.1067
H -1.967 -5.669 5.054 0.00 -0.02 0.03 0.1055
H 0.227 -4.560 5.293 0.04 0.00 0.01 0.1092
H 0.710 -2.482 4.019 -0.01 0.03 0.02 0.1195
F -12.987 -6.062 2.508 0.00 0.00 0.00 0.0655
C -12.327 -4.920 2.243 0.05 0.09 -0.02 -0.2871
C -13.047 -3.773 1.984 -0.30 0.04 -0.01 -0.0125
C -12.363 -2.599 1.716 0.10 -0.03 -0.01 -0.0759
C -10.976 -2.587 1.701 0.05 0.08 -0.06 -0.0974
C -10.270 -3.753 1.959 -0.14 0.01 0.00 -0.0856
C -10.948 -4.929 2.238 0.19 -0.22 0.03 -0.0142
H -14.128 -3.805 1.994 -0.01 -0.03 0.02 0.1207
H -12.915 -1.690 1.519 -0.04 0.01 -0.01 0.1069
H -10.447 -1.670 1.488 0.01 0.04 0.05 0.0845
H -9.191 -3.747 1.944 0.04 -0.02 0.04 0.0918
H -10.418 -5.847 2.451 -0.03 -0.03 0.00 0.1179